The following is a DFT calculation (wB97M-V/def2-TZVPD) of C3H5N4O as an isolated structure at a distorted geometry.

Summary:
Energy above the lowest of the compared OMol25 structures with the same formula, charge and spin = 408.9 kJ/mol
Charge = +1
Calculated total energy = -11187.8875 eV

Geometry as XYZ:
```
13
Properties=species:S:1:pos:R:3:forces:R:3:nbo_charge:R:1
C -2.58444 -0.87260 -0.30920 0.426 0.850 0.264 -0.026
C -1.63812 0.18779 -0.05285 -1.912 -0.843 -0.201 -0.128
C -0.23453 0.17595 0.01915 2.856 5.581 -0.421 0.582
N -3.76112 -0.33444 -0.30230 -0.475 -1.529 -0.296 -0.018
N -2.35813 1.29635 0.07834 1.708 0.318 0.139 0.057
N 0.63164 -0.74588 0.16110 -0.139 -0.334 0.075 -0.647
N 0.62873 1.94105 -0.05974 -1.546 -4.469 1.057 -0.703
O -3.60194 0.96229 -0.05293 -0.223 0.677 0.093 -0.037
H -2.43281 -1.91358 -0.50538 -0.071 -0.275 -0.041 0.255
H 0.38328 -1.72525 0.30196 0.032 0.143 -0.047 0.443
H 1.62123 -0.50316 0.19401 -0.170 0.002 0.016 0.464
H -0.16753 2.57190 -0.03105 -0.253 -0.067 -0.233 0.386
H 1.03880 1.93157 -0.98723 -0.232 -0.055 -0.405 0.371
```
Forces are in eV/Å.

=====

The following is a DFT calculation (wB97M-V/def2-TZVPD) of C10H21AlF3IO5P2S as an isolated structure at a distorted geometry.

Summary:
Energy above the lowest of the compared OMol25 structures with the same formula, charge and spin = 71.8 kJ/mol
Charge = +2
Calculated total energy = -73197.3260 eV

Geometry as XYZ:
```
44
Properties=species:S:1:pos:R:3:forces:R:3:nbo_charge:R:1
C 0.00062 0.11461 -6.22279 -0.008 -0.314 0.134 -0.733
C 0.00728 0.86011 -4.89149 0.055 5.549 -0.730 0.642
H 0.00494 0.93294 -6.95414 0.001 -0.124 0.235 0.297
H -0.89699 -0.49652 -6.39691 0.233 0.169 0.473 0.291
H 0.88978 -0.50822 -6.39878 -0.229 0.173 0.473 0.291
O 0.01864 2.05476 -4.72457 -0.042 -4.511 -0.708 -0.391
I -0.00358 -0.08469 -2.77417 -0.006 -0.983 0.058 -0.066
Al 0.00100 0.12555 0.09969 -0.015 -1.724 1.520 1.179
P 2.38202 0.09927 0.17470 1.542 -0.240 0.101 0.885
C 3.07503 1.46648 1.17270 -0.540 0.071 -0.156 -0.944
C 3.05236 -1.40016 0.98419 -0.403 -0.178 -0.219 -0.928
H 4.13055 -1.46163 0.76714 -0.372 0.082 0.077 0.273
H 4.22182 -0.01251 -1.40053 -0.341 0.195 -0.032 0.279
H 2.54107 -2.28501 0.57771 0.272 0.171 0.193 0.265
H 2.64391 -0.48597 -2.15107 0.553 0.298 0.308 0.259
H 2.70286 1.35669 2.20086 0.270 0.071 -0.290 0.292
H 2.87965 -1.34761 2.07063 0.054 0.030 -0.462 0.287
C 3.14961 0.22314 -1.47378 -0.210 -0.201 0.053 -0.946
H 4.17474 1.41736 1.15081 -0.401 0.022 -0.056 0.287
H 2.98441 1.24413 -1.84611 0.201 -0.292 -0.008 0.261
H 2.71515 2.41496 0.75171 0.367 -0.069 0.150 0.246
P -2.37993 0.14314 0.17812 -1.536 -0.213 0.098 0.885
C -3.04611 1.52496 1.17408 0.541 0.062 -0.160 -0.945
C -3.14630 0.27801 -1.46995 0.201 -0.205 0.060 -0.946
H -2.58025 -2.23688 0.58811 -0.270 0.179 0.193 0.265
H -4.15513 -1.38502 0.77387 0.370 0.074 0.079 0.272
H -2.90310 -1.28898 2.07810 -0.057 0.028 -0.465 0.288
C -3.07633 -1.34204 0.99176 0.399 -0.186 -0.223 -0.928
H -2.65307 -0.44014 -2.14675 -0.550 0.306 0.307 0.259
H -4.22208 0.06019 -1.39501 0.340 0.190 -0.036 0.279
H -4.14649 1.49686 1.15151 0.399 0.016 -0.053 0.287
H -2.66776 2.46568 0.75175 -0.370 -0.063 0.151 0.246
H -2.96437 1.29571 -1.84327 -0.206 -0.287 -0.009 0.261
H -2.67658 1.40937 2.20253 -0.269 0.076 -0.289 0.292
C 0.01619 1.84894 1.29800 0.049 4.629 2.743 0.508
O 0.02508 2.83589 1.88768 -0.035 -3.784 -2.297 -0.319
F -0.01417 -1.56016 5.46741 -0.005 -0.402 -1.571 -0.283
C -0.01704 -2.05682 4.20738 -0.004 -0.877 1.201 0.761
F 1.07109 -2.82703 4.03432 -0.767 0.816 -0.103 -0.293
F -1.11449 -2.81437 4.03399 0.788 0.821 -0.102 -0.293
S -0.00789 -0.59306 3.04484 0.155 -0.892 0.304 2.267
O -1.23157 0.12344 3.32536 0.502 -0.345 -0.763 -0.921
O 1.22785 0.11024 3.32414 -0.678 -0.445 -0.804 -0.920
O -0.01244 -1.27557 1.62626 0.024 2.305 0.624 -1.050
```
Forces are in eV/Å.

=====

The following is a DFT calculation (wB97M-V/def2-TZVPD) of C3H9N5 as an isolated structure at a distorted geometry.

Summary:
Energy above the lowest of the compared OMol25 structures with the same formula, charge and spin = 617.5 kJ/mol
Calculated total energy = -10701.6482 eV

Geometry as XYZ:
```
17
Properties=species:S:1:pos:R:3:forces:R:3:nbo_charge:R:1
C -1.84417 -0.75296 -0.45075 -1.287 2.275 7.125 0.024
C -1.01955 0.53734 -0.41886 -1.235 -0.470 -3.680 -0.313
C 1.43901 0.19272 -0.23092 -2.634 -0.865 0.385 0.584
H -0.65464 -0.85517 1.61043 -3.698 1.988 2.772 0.417
H -2.25855 -1.04338 2.71031 1.661 1.282 -1.526 0.366
H -1.94795 -1.23885 -1.36427 -0.866 -1.150 -1.130 0.194
H -0.96278 0.87469 0.54594 0.774 0.635 2.324 0.245
H -1.56718 1.44846 -0.93469 1.009 -2.044 0.322 0.207
H 0.62163 1.07579 -1.64481 -1.895 -2.274 0.625 0.360
H 3.34173 0.32294 -0.60255 1.572 0.084 0.090 0.384
H 2.65828 0.66590 -2.38355 -1.415 -1.344 5.905 0.446
H 2.27997 -0.29482 1.53135 -1.854 1.001 -1.022 0.354
N -1.79879 -0.42001 1.94601 2.136 -3.842 -1.878 -0.727
N -2.37346 -1.12654 0.75954 1.522 0.459 -4.261 -0.259
N 0.26219 0.19539 -1.08263 2.008 4.301 0.008 -0.621
N 2.48878 0.42436 -1.07551 1.761 0.756 -3.647 -0.855
N 1.33548 -0.00585 1.08497 2.443 -0.792 -2.412 -0.806
```
Forces are in eV/Å.

=====

The following is a DFT calculation (wB97M-V/def2-TZVPD) of a 2-piece molecular cluster, C5H14O overall at a distorted geometry.

Summary:
Energy above the lowest of the compared OMol25 structures with the same formula, charge and spin = 90.0 kJ/mol
SMILES string = CCCCC.O
Calculated total energy = -7458.8525 eV

Geometry as XYZ:
```
20
Properties=species:S:1:pos:R:3:forces:R:3:nbo_charge:R:1
C -1.06473 1.39569 0.84883 0.567 -0.635 -0.106 -0.391
C -0.16550 0.09434 0.97861 -0.823 1.449 -0.585 -0.392
C 1.07490 0.12414 0.04978 -0.288 -1.593 0.351 -0.417
C 2.43005 0.17606 0.76074 -0.017 1.477 0.820 -0.618
C -2.46159 1.20371 0.23828 0.387 0.690 1.004 -0.614
H -1.14276 1.85595 1.83417 -0.069 0.028 -0.030 0.194
H -0.49405 2.07626 0.22285 -0.062 0.368 0.050 0.191
H -0.78576 -0.75306 0.68941 -0.013 -0.179 0.407 0.192
H 0.06848 0.08845 2.03905 0.404 -0.712 -0.002 0.203
H 0.91792 0.90862 -0.68794 0.376 0.171 0.046 0.196
H 1.06324 -0.81156 -0.52074 -0.059 0.212 -0.094 0.222
H 2.33702 0.37393 1.83697 -0.327 -0.520 -0.008 0.200
H 3.13798 -0.64052 0.64689 -0.294 -0.174 -0.325 0.213
H 2.91401 1.09993 0.48632 0.648 0.210 -0.534 0.206
H -3.19230 1.79540 0.79599 0.055 0.414 -0.413 0.208
H -2.45117 1.46968 -0.80940 -0.338 -0.168 -0.241 0.207
H -2.81315 0.21452 0.42402 -0.134 -1.028 -0.335 0.199
H -0.66334 -2.54290 -1.99412 0.389 0.002 -0.294 0.472
H 0.17478 -2.64940 -3.28851 -0.139 -0.047 -0.161 0.472
O 0.23831 -2.48235 -2.34758 -0.264 0.034 0.453 -0.941
```
Forces are in eV/Å.

=====

The following is a DFT calculation (wB97M-V/def2-TZVPD) of one molecule with the formula C6H12N2O at a distorted geometry.

Summary:
Energy above the lowest of the compared OMol25 structures with the same formula, charge and spin = 396.1 kJ/mol
Calculated total energy = -11440.5660 eV

Geometry as XYZ:
```
21
Properties=species:S:1:pos:R:3:forces:R:3:nbo_charge:R:1
C -1.32176 0.19588 1.45064 0.585 -1.330 -0.142 0.392
C -0.09044 1.50500 -1.16619 -1.229 3.129 -0.891 -0.399
C 0.58446 1.47116 0.27361 -1.194 -1.745 -1.476 -0.458
C -0.13882 0.12737 -1.74126 -1.049 -1.171 -0.978 -0.279
C 0.06529 0.19125 0.94150 0.192 -1.462 -1.067 0.006
C 1.10291 -0.71341 1.64768 -0.511 0.062 -0.473 -0.675
N -0.72117 -0.76342 -0.76178 0.690 0.392 1.576 -0.210
N -0.43022 -2.08066 -0.97629 -0.709 0.350 0.854 -0.639
O -1.71823 -0.70529 2.17851 -0.241 1.237 -0.447 -0.565
H -1.95937 0.98220 0.97374 -0.117 -0.330 0.600 0.118
H -1.16447 2.00575 -1.10094 1.962 -1.339 0.137 0.208
H 0.42472 2.26594 -1.88259 -0.515 -1.473 1.230 0.224
H 1.69405 1.42707 0.18271 -0.884 0.544 0.314 0.221
H 0.10402 2.29656 0.77352 0.805 0.714 0.479 0.230
H -0.76004 -0.11667 -2.67444 0.677 1.186 1.030 0.228
H 0.86144 -0.15361 -2.01748 0.954 -0.413 -0.078 0.161
H 1.21379 -1.73954 1.13334 0.574 1.724 -0.140 0.223
H 0.80905 -1.14011 2.62344 -0.297 0.995 -0.117 0.247
H 1.97793 -0.00267 1.76289 -0.358 -1.761 -0.180 0.219
H -1.06723 -2.68164 -0.40565 1.393 0.557 -0.851 0.397
H 0.53409 -2.37115 -1.21497 -0.730 0.133 0.622 0.351
```
Forces are in eV/Å.

=====

The following is a DFT calculation (wB97M-V/def2-TZVPD) of C7H7Cl2NO2Si as an isolated structure at a distorted geometry.

Summary:
Energy above the lowest of the compared OMol25 structures with the same formula, charge and spin = 73.6 kJ/mol
Calculated total energy = -45878.7670 eV

Geometry as XYZ:
```
20
Properties=species:S:1:pos:R:3:forces:R:3:nbo_charge:R:1
C -0.91327 2.54993 -1.14358 -0.876 -3.339 -0.033 -0.203
C -0.90783 2.31179 0.21335 0.132 -2.792 -3.714 -0.190
C -1.09570 1.48198 -2.06765 0.696 0.872 -0.259 -0.196
C -0.90679 1.02715 0.63700 0.505 -0.556 -1.107 -0.193
C -0.94925 0.18791 -1.60338 -0.002 1.546 1.293 -0.208
C -0.78896 -0.03017 -0.23392 -0.787 -0.888 -0.708 -0.081
C -0.63448 -1.41796 0.20448 4.791 -0.442 -1.581 -0.570
N 2.03917 -1.63058 2.23145 0.056 0.165 -1.785 0.241
O 1.20327 -1.17095 2.94432 -1.363 0.603 1.400 -0.371
O 3.16693 -1.89877 2.53040 1.802 -0.520 0.897 -0.384
Si 1.70614 -1.80513 0.42034 -4.817 0.243 0.615 1.306
Cl 2.26085 -3.64037 -0.04434 0.382 -1.077 -0.323 -0.319
Cl 2.64833 -0.40785 -0.54388 1.066 1.303 -0.802 -0.302
H -0.95104 3.51854 -1.38625 -0.091 3.479 -1.628 0.201
H -0.92708 3.01861 0.89712 -0.038 3.609 2.894 0.202
H -1.27466 1.64955 -3.15410 0.236 0.096 1.032 0.219
H -0.95114 0.91111 1.64388 0.047 -0.941 2.939 0.207
H -1.01530 -0.67371 -2.18396 -0.071 -1.067 -1.357 0.206
H -0.98736 -1.72299 1.09953 -1.083 -0.498 3.144 0.218
H -0.72184 -2.25810 -0.46083 -0.586 0.204 -0.916 0.218
```
Forces are in eV/Å.